No. 1
17
Properties=species:S:1:pos:R:3:forces:R:3 method="wB97M-V/def2-TZVPD" largest_force_ev_per_a=2.63 orbital_gap_ev=10.09 e_lumo_ha=0.0317 smiles="C=C(C)C.O=CO" total_charge=0
O 2.079729 0.903060 0.767127 -0.252 -0.088 0.227
O 1.681551 0.351227 -1.385718 0.161 -0.491 1.207
C 0.042017 -1.277047 0.592369 -1.703 -0.140 0.257
C -1.246387 0.812562 0.947248 -0.044 -0.112 0.221
C 1.953290 0.011835 -0.241606 1.568 1.317 -1.653
C -1.137573 -0.311718 -1.317893 1.029 0.102 -0.779
C -0.849981 -0.374792 0.122534 1.446 -0.188 0.545
H -0.570101 0.954945 1.789539 -0.060 -0.093 0.077
H 0.315098 -1.291680 1.637339 0.185 0.132 0.091
H -2.036228 0.252885 -1.554222 0.108 0.097 -0.164
H 0.251268 -2.174809 0.030444 0.241 -0.001 -0.219
H -1.246854 1.732564 0.362948 -0.045 -0.004 -0.147
H -1.160555 -1.294838 -1.782839 -0.220 -0.112 0.011
H 2.526297 -0.895578 -0.010214 -0.650 -0.122 0.193
H 1.824811 1.784225 0.445119 -0.067 -0.284 -0.105
H -2.255241 0.664690 1.335774 -0.079 0.119 0.023
H -0.171142 0.152470 -1.737949 -1.616 -0.132 0.216

=====

No. 2
17
Properties=species:S:1:pos:R:3:forces:R:3 method="wB97M-V/def2-TZVPD" largest_force_ev_per_a=0.47 orbital_gap_ev=10.73 e_lumo_ha=0.0375 smiles=CO[C@H]1C[C@H]1CO total_charge=0
O 1.168591 0.530271 -0.428982 -0.049 -0.075 -0.174
O -2.159983 -0.066692 -2.021597 0.190 0.037 -0.177
C -0.288269 -0.310441 1.302798 -0.017 0.020 0.243
C -1.908751 0.441550 -0.721470 0.040 0.165 0.374
C 2.395021 0.548898 0.298707 0.214 0.081 0.023
C -1.075870 -0.548753 0.044693 -0.081 -0.085 -0.148
C 0.422414 -0.567090 0.004004 -0.045 -0.240 0.069
H -1.301906 -0.307586 -2.396016 -0.186 0.079 -0.033
H -1.408324 1.419316 -0.761239 -0.074 -0.119 0.024
H 2.533097 1.521620 0.784286 -0.027 -0.087 -0.207
H -0.189569 0.731040 1.606405 0.003 -0.216 0.000
H 3.224744 0.348744 -0.386713 -0.040 0.106 0.099
H 2.396033 -0.220253 1.083788 0.028 0.208 -0.193
H -0.303064 -1.021572 2.121097 -0.146 -0.023 -0.169
H 0.880823 -1.516904 -0.275510 -0.013 0.017 0.467
H -1.495767 -1.552566 -0.002381 0.062 0.117 -0.130
H -2.889226 0.570426 -0.251870 0.142 0.017 -0.068

=====

No. 3
17
Properties=species:S:1:pos:R:3:forces:R:3 method="wB97M-V/def2-TZVPD" largest_force_ev_per_a=1.75 orbital_gap_ev=10.67 e_lumo_ha=0.0289 smiles="CC(=O)O.C=CC" total_charge=0
O 0.376859 1.395014 1.133904 -0.177 -0.495 1.209
O 0.346601 -0.033031 2.868608 0.194 -0.012 -0.179
C -1.549099 -0.065104 1.385424 0.109 -0.148 0.141
C 0.962392 0.206735 -1.227855 0.427 -1.323 -1.060
C -0.202109 0.380219 1.894471 -0.082 1.137 -0.784
C 1.258356 -1.213544 -0.750245 -0.304 0.981 0.240
C -0.101538 0.539202 -1.951796 0.040 0.168 0.376
H 1.815827 0.869905 -1.168785 -0.106 0.263 0.144
H -0.189335 1.495580 -2.441160 0.030 0.256 0.036
H -1.902303 -0.903479 1.978682 0.008 0.010 0.005
H 0.399649 -1.871979 -0.868267 -0.016 -0.025 -0.051
H 2.095619 -1.598299 -1.330735 -0.008 -0.082 -0.064
H -2.256726 0.758651 1.471969 -0.040 0.042 -0.044
H -0.197127 1.719183 0.424818 -0.017 -0.457 0.126
H 1.571690 -1.212968 0.293964 -0.006 -0.051 0.068
H -0.955706 -0.113325 -2.051465 -0.017 -0.287 -0.128
H -1.473048 -0.352762 0.338468 -0.035 0.023 -0.037

=====

No. 4
17
Properties=species:S:1:pos:R:3:forces:R:3 method="wB97M-V/def2-TZVPD" largest_force_ev_per_a=0.66 orbital_gap_ev=10.35 e_lumo_ha=0.0272 smiles=C[C@H]1OCC[C@H]1O total_charge=0
O 0.021989 -2.083555 0.289665 0.010 -0.192 0.389
O 0.264094 1.499429 0.047053 0.054 0.120 0.013
C -1.436262 -0.107408 -0.079926 -0.024 0.013 -0.065
C -1.140749 1.352705 0.227220 -0.282 0.076 0.029
C 1.705937 -0.080178 -1.035860 -0.026 -0.045 -0.029
C -0.220755 -0.730579 0.594367 -0.149 0.437 0.218
C 0.918882 0.241237 0.225191 0.134 -0.145 0.020
H -0.377666 -0.645791 1.682773 0.053 0.101 -0.192
H 2.458619 0.702477 -1.185042 -0.157 -0.138 -0.003
H -2.381271 -0.476477 0.333304 0.164 0.145 -0.042
H -1.407742 1.582553 1.271632 -0.017 0.008 -0.158
H 1.610273 0.324256 1.075304 -0.055 0.023 -0.129
H -0.218020 -2.532592 1.109604 0.185 -0.392 -0.500
H -1.427047 -0.302626 -1.159712 0.066 0.028 0.187
H -1.645916 2.070342 -0.424327 0.075 -0.109 0.062
H 2.216524 -1.045376 -0.970931 -0.112 0.102 0.079
H 1.046063 -0.088222 -1.909645 0.080 -0.033 0.120

=====

No. 5
17
Properties=species:S:1:pos:R:3:forces:R:3 method="wB97M-V/def2-TZVPD" largest_force_ev_per_a=1.78 orbital_gap_ev=9.79 e_lumo_ha=0.0328 smiles=C1OC[C@H]2C[C@@H]12.O total_charge=0
O 2.227896 1.469000 0.200564 0.415 1.709 0.161
O -1.309949 -0.051805 -1.218512 -0.094 -0.109 -0.128
C -1.154178 -1.289207 -0.542123 -0.322 -0.547 -0.054
C -0.139028 0.413209 0.740180 0.068 -0.901 -0.231
C -1.191064 0.961675 -0.239246 0.314 -0.028 0.023
C -0.098400 -1.065729 0.498654 -0.576 -0.795 0.066
C 1.171258 -0.592626 0.006472 -0.891 0.136 0.370
H 1.276415 1.288641 0.465529 1.644 0.486 -0.477
H -0.868916 -2.031830 -1.286216 -0.190 -0.074 -0.014
H -0.048826 -1.672695 1.388893 -0.366 -0.398 0.001
H 2.174601 1.749701 -0.718716 0.078 0.194 0.063
H 2.116936 -0.859388 0.498234 -0.822 0.607 0.242
H -2.071785 -1.579443 -0.021549 -0.251 -0.077 -0.246
H -0.960523 1.903107 -0.755983 0.156 -0.278 0.123
H -2.166197 1.115021 0.272564 0.461 -0.135 0.069
H 1.326019 -0.485362 -1.076406 -0.510 0.316 0.577
H -0.284257 0.727733 1.787669 0.886 -0.108 -0.544

=====

No. 6
17
Properties=species:S:1:pos:R:3:forces:R:3 method="wB97M-V/def2-TZVPD" largest_force_ev_per_a=3.33 orbital_gap_ev=10.41 e_lumo_ha=0.0330 smiles="C[C@@H](CO)CC=O" total_charge=0
O 0.345025 2.548445 -0.157919 0.365 -1.319 0.739
O -2.016707 1.088053 0.356932 0.447 0.900 -0.340
C -0.208302 -0.632457 -0.402143 -1.682 1.107 2.623
C -1.056956 0.222068 0.867006 -0.087 -2.820 -1.372
C 0.586762 -1.744697 0.242667 -0.067 -0.129 -0.333
C 0.607267 0.362964 -1.178635 -0.075 1.206 1.164
C 0.836423 1.429258 -0.086698 1.254 1.286 -2.805
H -1.601009 -0.616299 1.308957 -0.197 0.031 -0.012
H 1.550505 -0.054726 -1.527826 0.040 0.088 -0.143
H 1.391049 -1.348095 0.862880 0.040 -0.023 0.055
H -1.544966 1.880782 0.015988 -0.432 -0.466 0.273
H 0.029665 0.829065 -1.973215 0.159 -0.043 -0.140
H 1.653753 1.166163 0.605221 -0.412 0.151 0.597
H -0.059033 -2.368766 0.860543 0.074 -0.036 0.047
H -0.503054 0.606760 1.732225 0.543 0.282 -0.521
H -1.045846 -0.990162 -0.996241 0.001 -0.222 0.040
H 1.035423 -2.378356 -0.529741 0.028 0.008 0.129

=====

For the records above, the corresponding DFT total energy values read -9441.0744, -9440.2095, -9441.5919, -9441.5843, -9438.8589, -9440.6514 eV.
For the records above, the corresponding energy relative to the best compared isomer or geometry (same formula, charge and spin) values read 1.9686, 2.8335, 1.4511, 1.4587, 4.1841, 2.3916 eV.